82
Properties=species:S:1:pos:R:3:mulliken_charge:R:1 method="wB97M-V/def2-TZVPD" homo_ev=-3.5091 total_charge=-1
C -5.521 -4.557 1.131 -0.779
O -4.112 -4.846 1.309 -0.414
C -3.232 -4.029 0.674 0.912
C -1.854 -4.189 0.979 -0.639
C -0.966 -3.186 0.675 -0.348
C -1.404 -1.998 0.010 0.433
C -0.559 -0.871 -0.146 -0.851
C -1.052 0.403 -0.575 -0.291
C -0.302 1.243 -1.459 -0.357
C -0.754 2.470 -1.885 -0.396
C 0.064 3.394 -2.817 2.448
C -0.807 4.037 -3.903 -1.869
C 1.189 2.655 -3.535 -2.009
C 0.643 4.519 -1.954 -1.696
C -2.009 2.986 -1.316 1.768
O -2.365 4.173 -1.518 -0.846
C -2.830 2.118 -0.466 -0.522
C -4.151 2.663 0.125 2.162
C -3.793 3.740 1.156 -1.691
C -4.969 1.576 0.821 -2.008
C -5.050 3.289 -0.948 -1.782
C -2.322 0.894 -0.124 -0.923
C -2.732 -2.005 -0.528 -0.508
C -3.648 -2.972 -0.178 -0.694
H -6.033 -5.240 1.810 0.241
H -5.762 -3.515 1.394 0.336
H -5.833 -4.753 0.095 0.314
H -1.540 -5.102 1.483 0.487
H 0.085 -3.258 0.956 0.310
H 0.497 -0.989 0.059 0.257
H 0.650 0.838 -1.815 0.544
H -1.628 4.593 -3.448 0.315
H -0.195 4.731 -4.492 0.474
H -1.222 3.281 -4.577 0.377
H 1.920 2.230 -2.841 0.211
H 0.790 1.857 -4.173 0.404
H 1.732 3.359 -4.180 0.438
H 1.256 4.099 -1.147 0.244
H 1.260 5.194 -2.561 0.465
H -0.187 5.082 -1.514 0.411
H -3.264 4.557 0.655 0.388
H -4.698 4.133 1.637 0.443
H -3.139 3.308 1.923 0.323
H -5.246 0.777 0.123 0.387
H -4.429 1.144 1.670 0.382
H -5.898 2.009 1.214 0.433
H -5.367 2.538 -1.680 0.374
H -5.944 3.712 -0.473 0.468
H -4.522 4.090 -1.470 0.313
H -2.907 0.258 0.542 0.674
H -3.051 -1.227 -1.221 0.522
H -4.689 -2.908 -0.505 0.335
F 4.137 -6.204 5.172 -0.284
C 3.247 -6.239 4.128 0.989
F 3.460 -7.404 3.451 -0.285
F 1.995 -6.327 4.696 -0.271
C 3.334 -5.011 3.260 0.173
C 3.001 -5.053 1.905 -0.855
C 2.831 -3.867 1.192 -0.513
C 3.079 -2.587 1.802 1.012
C 3.050 -1.342 1.106 -1.102
S 4.277 -0.131 1.499 1.123
C 4.678 0.864 0.024 -0.222
C 5.935 0.761 -0.582 -0.262
C 6.300 1.666 -1.586 -0.519
C 5.394 2.627 -2.035 -0.685
C 4.119 2.695 -1.465 -0.250
C 3.754 1.803 -0.450 -0.153
O 3.725 0.837 2.435 -0.682
O 5.541 -0.778 1.800 -0.723
C 3.442 -2.606 3.192 -0.477
C 3.577 -3.792 3.892 -0.871
H 2.889 -6.016 1.411 0.389
H 2.558 -3.873 0.129 0.507
H 2.356 -1.070 0.316 0.305
H 6.626 -0.021 -0.270 0.446
H 7.297 1.617 -2.021 0.342
H 5.669 3.314 -2.834 0.380
H 3.406 3.451 -1.795 0.294
H 2.747 1.833 -0.032 0.440
H 3.609 -1.670 3.731 0.407
H 3.869 -3.786 4.938 0.375

=====

77
Properties=species:S:1:pos:R:3:lowdin_spin:R:1 method="wB97M-V/def2-TZVPD" homo_ev="-0.7405 / -3.4970" multiplicity=5 total_charge=-1 s2=6.11
C -6.084 0.428 3.110 0.000
O -5.418 -0.836 2.861 0.000
C -4.073 -0.786 2.630 0.000
C -3.505 -1.753 1.772 0.003
C -2.325 -1.465 1.103 0.001
C -1.613 -0.289 1.394 0.004
C -0.327 0.121 0.623 0.011
C 0.786 0.366 1.680 0.032
C 0.790 -0.257 2.996 0.010
C 1.745 0.414 3.836 0.039
C 2.416 1.411 3.045 0.029
C 1.841 1.396 1.724 0.027
Fe 2.552 -0.377 2.192 2.542
C 2.767 -2.022 1.158 0.035
C 2.985 -2.262 2.571 0.045
C 4.040 -1.373 3.020 0.046
C 4.481 -0.581 1.885 0.041
C 3.709 -0.993 0.730 0.034
C -2.029 0.466 2.511 0.003
C -3.266 0.267 3.104 0.003
H -7.148 0.188 3.084 0.000
H -5.798 0.828 4.092 0.000
H -5.837 1.163 2.331 0.000
H -4.039 -2.681 1.596 0.000
H -1.930 -2.160 0.360 0.000
H -0.016 -0.719 -0.016 0.002
H 0.073 -1.010 3.302 0.005
H 1.898 0.236 4.894 0.008
H 3.178 2.118 3.369 0.009
H 2.096 2.112 0.946 0.007
H 2.104 -2.591 0.516 0.008
H 2.486 -3.024 3.161 0.009
H 4.477 -1.351 4.014 0.009
H 5.298 0.134 1.867 0.009
H 3.911 -0.684 -0.288 0.008
H -1.405 1.260 2.929 0.003
H -3.612 0.929 3.904 0.000
C 2.346 -4.146 -2.533 0.058
C 1.260 -4.056 -3.385 0.109
C 0.617 -2.814 -3.618 0.012
C -0.360 -2.679 -4.626 0.169
C -0.859 -1.431 -4.962 0.066
C -0.460 -0.294 -4.242 0.110
C 0.426 -0.366 -3.167 0.164
C 0.922 0.948 -2.574 0.031
C 0.783 1.496 -1.119 0.008
C 0.810 3.017 -1.273 0.004
C -0.661 3.420 -1.554 0.001
C -1.597 2.304 -2.113 0.002
C -1.651 1.065 -1.213 0.007
N -0.505 1.226 -0.215 0.002
C -0.960 2.468 0.636 0.005
C -1.237 3.722 -0.187 0.001
C 1.049 -1.636 -2.897 0.016
C 2.177 -1.767 -2.066 0.084
C 2.828 -2.988 -1.896 0.088
H 2.840 -5.101 -2.360 0.002
H 0.894 -4.932 -3.921 0.005
H -0.669 -3.567 -5.180 0.010
H -1.562 -1.309 -5.785 0.003
H -0.840 0.679 -4.565 0.013
H 2.020 0.958 -2.716 0.012
H 0.598 1.738 -3.268 0.002
H 1.661 1.108 -0.588 0.000
H 1.186 3.509 -0.361 0.002
H 1.485 3.322 -2.088 0.002
H -0.721 4.284 -2.218 0.000
H -2.623 2.702 -2.147 0.000
H -1.357 2.001 -3.137 0.001
H -2.591 0.995 -0.650 0.001
H -1.513 0.115 -1.743 0.005
H -1.910 2.166 1.085 0.000
H -0.238 2.635 1.441 0.005
H -0.764 4.567 0.324 0.001
H -2.311 3.934 -0.269 0.000
H 2.566 -0.866 -1.591 0.008
H 3.715 -3.056 -1.265 0.006

=====

83
Properties=species:S:1:pos:R:3:lowdin_spin:R:1 method="wB97M-V/def2-TZVPD" homo_ev="-10.1164 / -10.1148" multiplicity=2 total_charge=+1 s2=0.77
Pd -0.012 -0.821 -1.054 0.461
I 4.348 -0.864 -6.553 0.002
C 2.900 -0.353 -5.161 0.005
C 1.686 -1.024 -5.150 -0.001
C 0.743 -0.671 -4.195 0.004
I -0.992 -1.823 -3.958 0.006
C 0.950 0.359 -3.277 0.001
O -0.006 0.755 -2.438 0.052
C 2.241 0.890 -3.203 0.003
C 2.603 1.637 -1.952 0.002
N 2.471 0.740 -0.796 0.023
C 3.474 -0.304 -0.713 0.001
C 3.202 -1.524 -1.564 0.002
C 4.177 -1.977 -2.439 0.001
C 3.963 -3.136 -3.167 -0.001
C 2.774 -3.821 -2.985 0.001
C 1.855 -3.302 -2.093 0.003
N 2.047 -2.180 -1.391 0.037
C 3.187 0.572 -4.164 -0.001
H 1.484 -1.820 -5.853 0.000
H 3.626 2.027 -2.038 0.001
H 1.926 2.475 -1.780 0.000
H 2.513 1.300 0.045 0.000
H 4.480 0.059 -0.969 0.001
H 3.507 -0.638 0.329 0.000
H 5.092 -1.413 -2.559 0.000
H 4.709 -3.488 -3.867 0.000
H 2.553 -4.734 -3.518 0.000
H 0.917 -3.819 -1.921 0.000
H 4.173 1.015 -4.100 0.000
C 0.773 -1.986 2.290 0.003
Te -0.289 -2.775 0.619 0.003
C -1.984 -2.742 1.873 0.006
C -1.430 -2.657 3.276 0.001
C -2.236 -2.955 4.372 0.000
C -1.729 -2.878 5.657 0.000
C -0.405 -2.508 5.859 0.000
C 0.406 -2.223 4.774 0.000
C -0.100 -2.296 3.480 0.000
H 0.887 -0.913 2.126 0.003
H 1.761 -2.438 2.348 0.000
H -2.548 -3.660 1.712 0.000
H -2.609 -1.895 1.612 0.000
H -3.268 -3.246 4.215 0.000
H -2.360 -3.120 6.501 0.000
H -0.001 -2.461 6.861 0.000
H 1.443 -1.950 4.931 0.000
C -3.856 -0.559 -1.283 0.005
Ge -2.874 1.124 -1.343 0.105
C -2.647 1.756 -3.138 0.013
C -3.862 2.492 -0.359 0.057
Ge -0.906 0.944 0.277 0.130
C 0.087 2.596 0.262 0.013
C -0.266 3.579 -0.661 0.005
C 0.427 4.782 -0.717 0.000
C 1.499 5.010 0.132 0.001
C 1.870 4.039 1.052 0.000
C 1.166 2.844 1.117 0.003
C -1.728 0.785 2.023 0.009
C -0.989 1.053 3.184 0.006
C -1.562 0.961 4.444 -0.001
C -2.896 0.606 4.567 0.006
C -3.648 0.338 3.433 -0.001
C -3.066 0.410 2.176 0.006
H -4.285 -0.758 -2.266 0.001
H -4.673 -0.488 -0.565 0.000
H -3.213 -1.397 -1.014 0.001
H -3.537 2.348 -3.367 0.004
H -2.563 0.923 -3.829 0.000
H -1.764 2.380 -3.237 0.001
H -4.916 2.282 -0.564 0.008
H -3.618 3.478 -0.753 0.001
H -3.706 2.492 0.715 0.000
H -1.080 3.419 -1.354 0.002
H 0.135 5.537 -1.435 0.000
H 2.043 5.943 0.079 0.000
H 2.704 4.214 1.720 0.000
H 1.470 2.111 1.856 0.000
H 0.044 1.367 3.117 0.000
H -0.970 1.169 5.325 0.000
H -3.351 0.543 5.547 0.000
H -4.693 0.070 3.527 0.000
H -3.679 0.197 1.311 0.001

=====

87
Properties=species:S:1:pos:R:3:mulliken_charge:R:1 method="wB97M-V/def2-TZVPD" homo_ev=-10.8373 total_charge=+1
Hf -0.051 -0.172 0.320 -1.556
C 2.207 -4.284 4.738 -0.992
C 2.436 -2.778 4.764 -0.393
N 1.266 -2.028 4.321 -0.169
C 0.970 -1.816 3.038 0.568
S -0.543 -1.014 2.681 -0.689
N 1.790 -2.254 2.117 -1.605
N 1.411 -1.931 0.848 1.066
C 1.876 -2.708 -0.073 0.589
C 2.627 -3.956 0.243 -1.632
C 1.648 -2.291 -1.460 0.480
C 2.261 -2.953 -2.512 -1.320
C 2.033 -2.535 -3.811 -1.138
C 1.181 -1.466 -4.016 -1.083
C 0.615 -0.854 -2.913 -0.192
N 0.842 -1.230 -1.651 1.875
H 3.106 -4.809 5.062 0.347
H 1.961 -4.610 3.728 0.217
H 1.389 -4.564 5.402 0.308
H 3.268 -2.507 4.117 0.209
H 2.671 -2.441 5.773 0.433
H 0.569 -1.759 4.993 0.231
H 2.333 -4.311 1.225 0.193
H 3.703 -3.760 0.276 0.256
H 2.438 -4.729 -0.499 0.574
H 2.919 -3.785 -2.313 0.585
H 2.508 -3.038 -4.643 0.454
H 0.952 -1.099 -5.005 0.568
H -0.054 -0.023 -3.070 0.004
C 1.453 3.941 1.327 -1.648
C 2.446 2.837 1.586 1.560
C 3.392 3.034 2.582 -0.912
C 4.441 2.146 2.763 -0.998
C 4.582 1.082 1.896 -0.838
C 3.650 0.845 0.888 1.447
C 3.961 -0.232 -0.118 -1.865
C 2.533 1.678 0.786 -0.674
N 1.460 1.384 -0.131 1.771
C 1.308 2.267 -1.158 -0.577
O 2.102 3.092 -1.562 -0.678
C -0.064 2.183 -1.787 0.739
C -0.511 3.040 -2.777 -0.600
C -1.797 2.860 -3.270 -0.975
C -2.593 1.825 -2.785 -0.784
C -2.066 1.006 -1.807 0.190
N -0.843 1.210 -1.318 1.162
C -2.789 -0.188 -1.224 -0.225
O -3.929 -0.425 -1.571 -0.681
N -2.019 -0.876 -0.336 2.637
C -2.637 -2.070 0.205 -1.045
C -2.361 -3.312 -0.370 1.389
C -1.531 -3.463 -1.619 -1.518
C -2.913 -4.454 0.204 -0.958
C -3.745 -4.369 1.302 -0.995
C -4.062 -3.124 1.823 -1.116
C -3.525 -1.967 1.282 1.328
C -3.921 -0.630 1.843 -0.806
H 1.185 4.450 2.253 0.515
H 0.541 3.596 0.846 0.074
H 1.909 4.673 0.658 0.403
H 3.317 3.916 3.207 0.474
H 5.171 2.316 3.544 0.428
H 5.443 0.429 1.977 0.511
H 4.984 -0.102 -0.471 0.652
H 3.301 -0.175 -0.982 0.091
H 3.898 -1.224 0.330 0.295
H 0.152 3.816 -3.132 0.667
H -2.177 3.518 -4.040 0.483
H -3.593 1.633 -3.149 0.670
H -1.519 -2.549 -2.209 0.160
H -1.943 -4.259 -2.239 0.624
H -0.500 -3.738 -1.384 0.172
H -2.700 -5.419 -0.241 0.509
H -4.169 -5.265 1.735 0.425
H -4.743 -3.046 2.661 0.442
H -4.585 -0.760 2.696 0.477
H -4.456 -0.045 1.090 0.227
H -3.056 -0.058 2.178 -0.046
N -2.287 2.154 1.115 0.123
C -2.719 3.018 2.039 -0.538
C -1.758 3.077 3.022 -1.086
C -0.766 2.196 2.600 -0.756
N -1.079 1.636 1.431 1.005
H -2.775 1.852 0.291 -0.139
H -3.670 3.515 1.940 0.517
H -1.770 3.673 3.917 0.523
H 0.163 1.934 3.081 0.580